Here is 8 unconnected molecules or ions with the total composition C5H27N2O7S at a distorted geometry from the Open Molecules 2025 dataset. Energies are from ωB97M-V/def2-TZVPD.

Geometry as XYZ:
```
42
Properties=species:S:1:pos:R:3:forces:R:3
C -1.291 -1.156 -2.164 -1.473 0.022 1.613
N -0.488 -0.474 -1.114 -0.402 -1.242 -1.364
C 0.908 -0.293 -1.481 0.786 2.193 -1.157
C 1.319 1.164 -1.076 -0.797 -0.382 -2.303
S 0.397 2.548 -2.036 0.974 -1.649 0.852
C 1.816 -1.211 -0.731 -0.793 -2.797 -0.064
N 2.033 -2.519 -1.469 3.027 2.391 0.762
C -2.613 -1.838 -1.639 1.432 0.651 2.358
H -1.596 -0.519 -2.949 -0.470 1.604 -0.727
H -0.735 -1.816 -2.773 1.163 -1.320 0.237
H -0.923 0.415 -0.944 -0.115 0.274 0.208
H 1.151 -0.401 -2.574 -0.633 -0.021 0.745
H 1.229 1.170 -0.030 -0.471 0.951 1.490
H 2.367 1.321 -1.287 0.290 0.226 -0.259
H 1.283 -1.493 0.206 1.019 0.855 -0.145
H 2.797 -0.790 -0.571 0.132 0.132 0.298
H 1.253 -3.089 -1.429 -1.973 -1.411 0.320
H 2.771 -2.959 -0.893 -0.661 -0.138 -0.789
H -2.568 -2.846 -2.003 -0.976 -0.417 -0.525
H -2.683 -1.943 -0.490 0.717 0.197 -1.541
H -3.489 -1.221 -1.813 -0.205 -0.453 -0.756
H -1.191 -0.943 1.456 0.738 -1.049 0.380
H -0.342 -1.912 0.662 -0.623 0.742 1.930
O -0.605 -1.730 1.628 -0.429 0.669 -2.154
H -0.078 -3.729 0.685 0.636 0.393 1.534
H -1.112 -3.804 -0.358 1.346 -1.315 0.389
O -0.299 -4.302 -0.025 -2.083 0.727 -1.842
H -0.123 2.038 1.799 -0.856 -0.733 1.146
H -1.423 1.470 2.320 -3.744 -0.649 -1.177
O -0.581 1.655 2.587 4.154 1.393 -0.075
H 0.170 3.546 1.142 0.644 0.445 0.938
H -0.167 3.669 -0.280 -0.647 0.414 0.526
O -0.585 3.777 0.617 0.162 -0.349 -1.446
H 0.347 0.748 3.725 -0.244 0.478 -0.098
H -0.007 -0.691 3.830 -0.459 -0.730 -0.225
O 0.592 -0.051 4.192 0.760 -0.347 0.895
H 1.962 -0.143 2.926 0.050 0.089 0.479
H 1.608 0.246 1.546 -0.083 -0.177 -0.149
O 2.348 0.296 2.152 0.240 0.102 -0.362
H -2.736 1.465 -0.667 -0.394 0.048 1.628
H -1.810 2.210 0.249 -0.918 -0.025 0.641
O -2.614 1.628 0.313 1.180 0.206 -2.213
```
Positions in Å, forces in eV/Å.

2S+1 = 2
HOMO-LUMO gap (alpha / beta) = 0.358 / 0.228 hartree
ΔE to the lowest compared entry with this formula, charge and spin = 0.9448 eV
E = -1240.95817 a.u.
Largest force on an atom = 4.4 eV Å⁻¹